Molecular formula: C39H46CaCl3FGe2N4OS
Method: DFT, ωB97M-V with the def2-TZVPD basis set

The value obtained for the energy above the lowest of the compared OMol25 structures with the same formula, charge and spin is 31.26 kJ/mol. Its net charge is +1. The orbital gap (spin up / spin down) comes out at 0.306 / 0.253 Ha. The multiplicity is 2. For the largest force on an atom, the calculation gives 2.69 eV/Å.

Last column: Mulliken spin population.
Cartesian coordinates (Å):
Ca  0.505  -0.383  0.025  0.088
C  3.381  -3.941  -1.562  0.010
Ge  4.038  -2.775  -0.109  0.146
C  3.336  -3.409  1.618  0.001
C  6.014  -2.701  -0.031  0.038
Ge  3.187  -0.447  -0.626  0.668
C  3.876  0.155  -2.388  -0.023
C  3.429  1.347  -2.960  0.008
C  3.996  1.836  -4.128  -0.001
C  5.019  1.132  -4.748  0.008
C  5.456  -0.067  -4.205  0.005
C  4.884  -0.553  -3.038  0.039
C  4.261  0.649  0.618  0.019
C  4.153  0.400  1.989  -0.012
C  4.930  1.093  2.904  -0.022
C  5.828  2.056  2.462  0.037
C  5.942  2.320  1.103  -0.015
C  5.165  1.623  0.190  0.022
H  3.798  -4.942  -1.446  0.005
H  3.660  -3.559  -2.543  -0.002
H  2.294  -4.003  -1.509  -0.001
H  3.216  -4.492  1.577  0.000
H  2.369  -2.954  1.836  -0.001
H  4.032  -3.167  2.421  0.000
H  6.362  -3.607  0.467  0.008
H  6.339  -1.834  0.544  0.000
H  6.458  -2.651  -1.024  -0.003
H  2.620  1.894  -2.486  -0.004
H  3.642  2.765  -4.558  -0.001
H  5.469  1.514  -5.655  0.001
H  6.245  -0.625  -4.693  -0.001
H  5.235  -1.492  -2.625  -0.005
H  3.444  -0.345  2.341  0.001
H  4.843  0.885  3.963  -0.001
H  6.439  2.595  3.174  0.002
H  6.650  3.062  0.755  -0.001
H  5.273  1.827  -0.870  -0.001
C  -4.067  2.106  -1.842  0.000
C  -3.071  2.663  -0.811  0.000
C  -3.665  2.607  0.607  0.000
C  -2.668  4.103  -1.163  0.000
C  -1.877  1.822  -0.857  0.001
N  -0.961  1.135  -0.944  0.006
H  -4.995  2.676  -1.790  0.000
H  -4.291  1.057  -1.643  0.000
H  -3.665  2.190  -2.852  0.000
H  -4.625  3.124  0.606  0.000
H  -3.007  3.097  1.324  0.000
H  -3.820  1.577  0.928  0.000
H  -3.563  4.723  -1.199  0.000
H  -2.174  4.147  -2.134  0.000
H  -1.993  4.505  -0.407  0.000
F  0.563  -1.580  1.497  -0.003
C  1.603  5.393  -0.660  0.001
C  2.631  4.323  -0.268  -0.004
C  1.989  3.060  0.041  0.009
N  1.490  2.058  0.289  -0.030
H  2.105  6.347  -0.804  0.000
H  0.855  5.511  0.123  0.000
H  1.099  5.122  -1.587  0.000
H  3.205  4.630  0.607  0.000
H  3.342  4.150  -1.079  0.001
Cl  -8.139  0.884  -0.971  0.000
C  -7.052  -0.299  -0.340  0.000
C  -6.177  0.036  0.677  0.000
C  -5.289  -0.915  1.151  0.000
C  -5.240  -2.206  0.635  0.000
C  -4.271  -3.217  1.234  0.000
C  -3.273  -3.883  0.254  0.000
N  -2.477  -2.995  -0.576  0.001
C  -2.897  -2.231  -1.643  -0.003
C  -1.798  -1.552  -2.077  0.005
N  -0.711  -1.889  -1.300  -0.004
C  -1.160  -2.766  -0.425  0.002
O  -3.653  -2.705  2.394  0.000
C  -2.559  -1.804  2.256  -0.004
C  -2.586  -0.849  3.415  0.001
C  -1.914  0.335  3.462  -0.001
Cl  -0.871  0.983  2.263  0.007
S  -2.157  1.184  4.944  0.000
C  -3.183  -0.066  5.514  0.000
C  -3.317  -1.073  4.616  0.000
C  -6.191  -2.533  -0.336  0.000
Cl  -6.381  -4.154  -0.930  0.000
C  -7.075  -1.591  -0.838  0.000
H  -6.196  1.029  1.105  0.000
H  -4.638  -0.651  1.974  0.000
H  -4.878  -4.044  1.615  0.000
H  -3.821  -4.565  -0.385  0.000
H  -2.583  -4.467  0.863  0.000
H  -3.910  -2.246  -2.004  0.000
H  -1.714  -0.864  -2.900  0.000
H  -0.555  -3.244  0.329  0.002
H  -2.610  -1.237  1.318  0.004
H  -1.612  -2.351  2.259  0.000
H  -3.624  0.024  6.494  0.000
H  -3.915  -1.958  4.774  0.000
H  -7.799  -1.873  -1.590  0.000